1.
{"formula": "C18H41Br3O25S7", "method": "ωB97M-V/def2-TZVPD", "elements": ["O", "S", "O", "O", "C", "C", "C", "H", "H", "H", "H", "H", "H", "H", "H", "O", "S", "O", "O", "C", "C", "C", "H", "H", "H", "H", "H", "H", "H", "H", "O", "S", "O", "O", "C", "C", "C", "H", "H", "H", "H", "H", "H", "H", "H", "C", "Br", "Br", "Br", "H", "C", "C", "O", "S", "O", "O", "O", "H", "H", "H", "H", "C", "C", "O", "S", "O", "O", "O", "H", "H", "H", "H", "C", "C", "O", "S", "O", "O", "O", "H", "H", "H", "H", "C", "C", "O", "S", "O", "O", "O", "H", "H", "H", "H"], "coordinates": [[-1.686894, -6.124365, 4.043841], [-2.766214, -5.953285, 3.108371], [-4.131504, -5.522265, 3.491411], [-2.222084, -4.960975, 1.917401], [-0.881174, -4.997755, 1.380811], [-0.880014, -4.539335, -0.084409], [-2.997534, -7.544895, 2.088751], [-0.354294, -5.951845, 1.366781], [-0.406674, -4.285735, 2.056081], [-1.511224, -5.098465, -0.775099], [0.165786, -4.579405, -0.389029], [-1.190974, -3.504245, -0.225769], [-3.199374, -8.339435, 2.807131], [-2.194474, -7.642155, 1.358181], [-3.833374, -7.398855, 1.404541], [-7.377714, 1.925345, 1.319881], [-7.464664, 1.441375, -0.024969], [-8.541024, 1.962035, -0.869499], [-5.974084, 1.578565, -0.764019], [-5.023614, 2.195135, -0.118599], [-4.210554, 1.249305, 0.779741], [-7.642104, -0.380485, 0.046601], [-5.269414, 3.177185, 0.285451], [-4.287034, 2.446455, -0.881749], [-4.874474, 0.658925, 1.411211], [-3.431944, 1.643675, 1.432691], [-3.761824, 0.464995, 0.170151], [-8.601454, -0.570265, 0.527971], [-6.888244, -0.768825, 0.731431], [-7.559114, -0.878495, -0.919429], [3.608946, -0.471765, 0.260641], [4.596476, -0.139015, 1.303021], [5.837056, 0.555475, 0.924211], [3.857966, 0.795905, 2.383381], [4.563816, 1.810435, 3.134931], [3.728696, 2.824905, 4.023701], [4.907366, -1.542315, 2.430501], [5.261656, 2.440425, 2.583371], [5.194576, 1.225205, 3.804071], [3.123066, 2.299845, 4.762361], [3.051146, 3.428795, 3.420091], [4.374426, 3.406455, 4.681661], [5.542366, -2.255305, 1.904651], [3.934836, -2.012055, 2.577521], [5.375286, -1.198795, 3.353081], [0.455566, 0.519305, 0.478821], [0.297926, 1.021955, 2.373751], [-1.096044, 1.106855, -0.705279], [0.771106, -1.379195, 0.349051], [1.443526, 0.897365, 0.215931], [3.296766, -2.047235, -2.572299], [4.740066, -1.455665, -2.653649], [5.619606, -2.493125, -2.216259], [4.882976, -3.964055, -2.211149], [4.615526, -4.408565, -0.819569], [5.683836, -4.767345, -3.047819], [3.557996, -3.385535, -2.877619], [2.541006, -1.536225, -3.168779], [2.948686, -2.054015, -1.539389], [4.937106, -0.556115, -2.070479], [5.083356, -1.261635, -3.669819], [-2.793484, -0.941605, -2.883799], [-1.626564, -0.799845, -3.787269], [-1.501244, 0.621305, -4.005879], [-3.003084, 1.380645, -4.016799], [-3.658814, 1.298215, -5.340119], [-2.861344, 2.663115, -3.301459], [-3.556914, 0.206305, -2.897069], [-2.373014, -1.101495, -1.890959], [-3.347644, -1.818005, -3.219829], [-1.953104, -1.277465, -4.711039], [-0.661104, -1.137265, -3.410269], [4.484046, 3.681425, -1.935489], [4.203096, 2.763375, -0.764919], [2.752086, 2.753185, -0.697549], [2.027656, 2.710415, -2.172419], [1.020096, 3.767485, -2.251229], [1.709506, 1.392885, -2.642359], [3.479446, 3.230145, -2.912149], [5.497756, 3.512515, -2.298749], [4.280326, 4.721565, -1.681079], [4.617726, 3.242845, 0.121821], [4.535286, 1.749145, -0.986469], [0.199926, 5.052785, 0.726511], [-1.110544, 4.608725, 0.141691], [-1.907864, 4.045205, 1.190351], [-1.435524, 4.538675, 2.679731], [-1.603794, 3.514195, 3.730461], [-1.808404, 5.958775, 3.004981], [0.110426, 4.611095, 2.058601], [0.267396, 6.140595, 0.711601], [1.033846, 4.588725, 0.199901], [-1.014644, 3.810065, -0.593869], [-1.740914, 5.405355, -0.253429]], "forces_ev_per_angstrom": [[-0.7662, 0.1014, -0.2128], [-1.6425, -0.6408, -1.7840], [3.4598, -0.5304, -0.7843], [-1.7004, -1.0343, 0.5082], [-0.1478, 0.8019, -0.2097], [-0.0529, 0.7150, 0.4110], [-0.2005, 1.7756, 0.2713], [-0.4811, -0.3188, 0.7328], [0.8292, -0.1417, -0.4762], [0.1630, -0.5265, 0.3106], [0.0131, -0.1610, -0.2955], [-0.0485, 0.0776, 0.3784], [0.4007, -0.0512, -0.3135], [0.6190, -0.3762, 0.8187], [-0.4704, 0.2626, 0.6056], [0.4445, 0.0284, -0.2326], [-1.4230, -0.6822, -1.0634], [2.2555, -0.7858, 0.8060], [-6.0282, -2.4174, -1.8403], [5.7313, 2.3026, 1.9342], [-0.8094, -0.9446, 0.6033], [0.3531, 0.5908, 0.3546], [-0.3991, -0.2502, 0.5682], [0.0176, 0.3539, -0.4103], [-0.2581, 0.2708, 0.3883], [-0.1476, 0.4779, -0.2827], [0.1713, 0.2204, -0.3233], [-0.1206, 0.2095, -0.2889], [0.1907, 0.2093, -0.1338], [-0.0968, 0.3990, -0.0074], [2.0296, 0.5928, 2.0474], [0.5253, 1.0655, -0.1172], [-1.7448, -1.4465, 0.3720], [-0.9650, 0.7086, -0.8794], [0.9289, 0.7691, 1.8909], [-0.5321, -1.8698, -0.5759], [-0.1918, 0.0570, -1.3535], [-0.2682, -0.4656, -0.8399], [0.1515, 0.1854, 0.2829], [-0.2745, -0.3076, -0.2609], [0.2257, 0.1846, 0.0625], [0.4297, 0.2048, -0.6798], [0.0842, 0.1036, -0.0056], [0.0243, 0.1769, 0.2051], [-0.1419, 0.1684, -0.2240], [-0.1150, -0.0943, 0.4277], [-0.4028, -0.0482, -0.9417], [1.8281, -0.4357, 1.2468], [-0.7764, -0.1696, -0.1154], [-0.6467, 0.5312, -0.5529], [1.5748, 1.3710, 1.7536], [-0.1288, 0.3439, -0.4888], [-0.5722, -1.1970, 0.9896], [0.4244, 1.7751, 3.5636], [0.3315, 1.2000, -3.3754], [-0.6223, -0.6256, -0.5701], [-0.4513, -2.6059, -1.3920], [0.3013, -0.5663, -0.5149], [0.0061, 0.4852, 0.0817], [-0.3297, -0.2360, 0.2541], [-0.5605, 0.1638, -0.2652], [0.6209, -1.7489, 1.3819], [-0.0999, 1.1530, -1.7512], [-1.1741, 1.3100, -0.7114], [0.9966, -0.5023, 0.5823], [1.5699, -0.0136, 3.5426], [-0.5246, -3.1175, -1.7923], [-0.9933, 2.7517, -1.4534], [-0.6558, 0.0241, 0.3669], [-0.3888, 0.1056, 0.3182], [0.8826, 0.0110, -0.4288], [-0.2581, -0.0518, -0.0290], [-1.4077, -0.8604, -0.1877], [-0.3346, 0.5319, -0.8603], [-1.2241, -0.3161, -0.1907], [1.9029, 2.3847, -0.4840], [1.9291, -2.0289, 0.4727], [0.5808, 1.0090, 0.6702], [-1.1344, -0.4037, 0.2861], [-0.2886, 0.1405, -0.4336], [0.1603, 0.0239, -0.1285], [-0.3375, -0.6568, 0.3270], [0.1975, 0.1407, 0.4498], [-0.6042, 0.5475, 0.1256], [-1.6206, -0.1468, -0.9996], [-1.1334, -0.3269, 2.2374], [0.8511, 2.2430, 0.0660], [0.5802, 2.3018, -3.2268], [0.6282, -4.2466, -1.1796], [0.4741, -0.5958, 2.7924], [0.2518, 0.0081, -0.0427], [0.0694, -0.0112, 0.4572], [0.0337, 0.2196, 0.0546], [0.4540, 0.1668, -0.2891]], "mulliken_charge": [-0.594, 1.089, -0.580, -0.288, -0.149, -0.851, -0.868, 0.368, 0.222, 0.356, 0.379, -0.027, 0.336, 0.305, 0.318, -0.575, 1.137, -0.618, -0.265, -0.208, -0.649, -0.907, 0.414, 0.064, 0.304, 0.204, 0.120, 0.374, 0.301, 0.311, -0.250, 0.968, -0.667, -0.048, -0.313, -1.138, -1.147, 0.300, 0.327, 0.311, 0.236, 0.393, 0.430, 0.301, 0.382, 0.636, -0.035, 0.330, -0.109, -0.812, 0.043, -0.092, -0.374, 1.119, -0.555, -0.538, -0.375, 0.337, 0.038, -0.036, 0.388, -0.107, -0.170, -0.293, 0.979, -0.558, -0.445, -0.227, 0.001, 0.374, 0.332, 0.059, -0.517, 0.445, -0.132, 1.036, -0.590, -0.408, -0.461, 0.377, 0.306, 0.224, -0.318, 0.397, 0.027, -0.141, 1.088, -0.498, -0.585, -0.336, 0.242, -0.254, -0.197, 0.283], "orbital_gap_ev": 9.9, "largest_force_ev_per_a": 6.8, "lumo_energy_ev": -0.58}



2.
{"formula": "C29H26BrLaN3O5S5", "method": "ωB97M-V/def2-TZVPD", "elements": ["La", "S", "C", "C", "C", "C", "C", "C", "S", "C", "C", "C", "C", "C", "C", "C", "S", "C", "C", "C", "C", "C", "C", "S", "N", "H", "H", "H", "H", "H", "H", "H", "H", "H", "H", "H", "H", "H", "H", "H", "O", "C", "O", "C", "O", "C", "C", "O", "O", "H", "H", "H", "H", "H", "Br", "N", "C", "S", "C", "C", "C", "N", "C", "C", "H", "H", "H", "H", "H", "H"], "coordinates": [[-0.715786, 0.702299, -0.917881], [-1.877596, -5.215154, -3.014170], [-0.393665, -4.906220, -2.099921], [0.211703, -6.031707, -1.441197], [1.372479, -5.906044, -0.698697], [1.980722, -4.662599, -0.526845], [1.455662, -3.580963, -1.150612], [0.336302, -3.693919, -2.030502], [-0.065603, -2.127186, -2.750029], [-1.821793, -2.004908, -3.164963], [-2.769559, -2.027864, -1.978270], [-4.085850, -2.500766, -2.213442], [-5.033554, -2.494016, -1.240945], [-4.628621, -2.037986, 0.026687], [-3.352975, -1.615941, 0.234362], [-2.858265, -1.392863, 1.628500], [-2.364603, 0.387620, 1.722376], [-1.074787, 0.126795, 2.959712], [-1.402077, 0.435431, 4.279034], [-0.451437, 0.223858, 5.283656], [0.769452, -0.340587, 4.932355], [1.053369, -0.640025, 3.640167], [0.145096, -0.452231, 2.597629], [0.782413, -0.817971, 0.951111], [-2.433192, -1.536806, -0.778121], [-0.244028, -7.031531, -1.477273], [1.809615, -6.799539, -0.359672], [2.792972, -4.588453, 0.164699], [1.907832, -2.617941, -1.021149], [-2.029477, -2.857314, -3.768367], [-1.845235, -1.045713, -3.747128], [-4.238074, -2.788305, -3.218207], [-6.071235, -2.843849, -1.432031], [-5.340415, -2.064904, 0.836933], [-1.876321, -1.896564, 1.752924], [-3.627547, -1.636857, 2.327999], [-2.381429, 0.919893, 4.403675], [-0.620477, 0.588855, 6.314315], [1.582578, -0.552291, 5.655893], [1.984309, -1.086177, 3.400705], [1.699855, 0.950625, -5.120087], [1.270880, 0.688455, -3.858024], [0.107708, 0.745488, -3.577763], [2.415102, 0.275895, -2.982940], [2.088736, 0.284226, -1.607722], [2.786286, 1.301027, -0.896166], [2.178635, 2.707013, -1.136083], [2.894887, 3.644454, -0.801932], [0.980368, 2.657555, -1.560655], [0.966455, 1.148833, -5.722061], [2.675857, -0.713863, -3.381926], [3.238704, 0.908701, -3.184758], [2.650526, 0.986934, 0.142136], [3.844332, 1.279748, -1.196698], [-3.154696, 2.110931, -1.305195], [3.275306, 5.804398, 1.008622], [2.314961, 6.004717, 1.916916], [2.356830, 7.298555, 2.984501], [1.235946, 4.954454, 1.896125], [0.006036, 5.147565, 1.258792], [-0.747587, 4.062421, 0.807685], [-0.416331, 2.794322, 1.101030], [0.703514, 2.618848, 1.820307], [1.571243, 3.651104, 2.153070], [3.961389, 6.579148, 0.932662], [3.077883, 5.173268, 0.214452], [-0.393167, 6.120162, 1.077917], [-1.641843, 4.225881, 0.239551], [0.999114, 1.572107, 1.978660], [2.472171, 3.427469, 2.716275]], "forces_ev_per_angstrom": [[0.8937, 0.0531, -0.3027], [0.5461, 0.3064, 0.2809], [-0.0280, -0.6979, -0.5827], [0.2006, 0.4636, 0.2947], [-1.0168, 0.6426, -1.1432], [0.0024, -0.9575, 0.4204], [-0.9580, 0.3252, -1.2856], [-0.1570, -0.5206, 1.6022], [0.2136, 0.3288, -0.2260], [0.5279, 0.9638, 0.8156], [-0.9553, 0.6375, 0.7461], [1.3073, 0.3808, -0.2251], [-0.5163, 0.1539, 0.3479], [-1.0321, -0.5538, -0.4410], [0.8600, -0.6257, -0.5067], [1.3275, 1.1040, -1.3585], [0.4297, -0.4204, 0.6613], [-0.6822, -0.2009, -0.6616], [0.4014, 0.3312, -0.0326], [-0.5844, 0.6763, 0.5609], [0.5350, 0.1075, 1.3707], [-0.4100, -0.5185, -0.7646], [0.6256, 0.1940, -0.4840], [-0.7736, 0.1036, 1.1231], [-0.1790, -0.1329, -0.4434], [-0.0385, 0.6921, -0.3379], [0.5612, -0.9110, 0.8560], [0.5452, 0.2578, 0.1216], [0.1327, 0.4465, 0.0995], [-0.4352, -0.5078, -0.6515], [-0.2850, -0.6905, 0.4825], [-0.5778, -0.6284, -0.7807], [0.9177, 0.3350, 0.1900], [0.0508, 0.0139, 0.2268], [-0.9092, -0.1555, 0.1093], [-0.1515, -0.1673, 0.6915], [0.5757, -0.3015, 0.4328], [-0.0463, -0.4654, -0.6926], [-0.8463, 0.3429, -0.1942], [0.8137, -0.2702, -0.2207], [0.3569, -0.2124, 0.5602], [0.1969, 0.5262, -1.4581], [-0.8454, 0.0557, 0.6829], [-0.9603, -0.5303, 0.1975], [-0.1618, -0.5993, -0.9543], [0.2764, 0.0059, -0.2057], [-0.5447, -1.5809, 0.4049], [-0.0258, 0.8001, -0.2114], [0.1364, 0.3505, 0.2507], [-0.1666, -0.0811, 0.4202], [-0.0077, -0.1622, 0.5462], [0.9209, 0.7652, -0.2543], [0.2924, 0.3907, 0.0455], [-0.1885, 0.0802, 0.3540], [-0.3262, 0.1482, -0.2235], [-0.1457, 0.7240, -0.2185], [-0.0103, 0.8252, 0.7923], [-0.2572, -0.6969, -0.3900], [-0.1039, 0.3002, -1.3835], [-0.1788, -0.3123, -0.0748], [0.6878, 0.0066, 1.2482], [0.4940, 0.1227, -0.3338], [0.2145, -0.3561, -0.5647], [0.0842, -0.8389, 1.0841], [-0.7186, -1.0290, -0.0179], [0.3880, -0.0156, 0.2731], [0.1178, 0.6391, -0.2641], [-0.3175, -0.0796, -0.2380], [-0.1612, 0.7099, 0.1722], [0.0690, -0.0903, -0.3379]], "mulliken_charge": [2.344, -0.514, 0.152, -0.584, -0.403, -0.983, -0.419, 0.159, 0.337, -1.458, 0.691, -0.792, -0.718, -0.618, 0.175, -0.645, -0.230, 0.767, -0.400, -0.605, -0.587, -0.460, -0.673, -0.146, 0.381, 0.320, 0.406, 0.383, 0.227, 0.560, 0.434, 0.494, 0.350, 0.396, 0.345, 0.508, 0.435, 0.315, 0.324, 0.550, -0.535, 0.520, -0.503, -0.867, -0.152, -0.657, 0.731, -0.888, -0.753, 0.416, 0.497, 0.599, 0.167, 0.451, -0.828, -0.247, -0.400, -0.344, 0.672, -0.544, -0.562, 0.195, 0.203, -0.993, 0.240, 0.372, 0.473, 0.413, 0.091, 0.407], "orbital_gap_ev": 5.8, "largest_force_ev_per_a": 2.2, "lumo_energy_ev": 2.01, "total_charge": -1}